Entry 1:
Computed, not measured: C32H49BrCoN4O2SSb as an isolated structure, with ωB97M-V/def2-TZVPD.

```
91
C32H49BrCoN4O2SSb (ωB97M-V/def2-TZVPD)
Co -0.803 -0.636 -0.447
O 3.041 -1.115 1.777
C 3.250 0.213 2.007
C 4.308 0.587 2.821
C 4.522 1.928 3.092
C 3.675 2.897 2.568
C 2.631 2.517 1.741
C 2.409 1.175 1.438
C 1.416 0.698 0.404
O 0.589 -0.338 0.873
N 0.570 1.816 -0.044
N -0.634 1.435 -0.530
C -1.455 2.268 -1.047
C -2.786 1.865 -1.450
Br -3.100 -0.031 -1.419
C -3.794 2.651 -1.843
C -3.813 4.115 -1.842
C -4.531 4.761 -2.851
C -4.571 6.143 -2.905
C -3.920 6.895 -1.936
C -3.239 6.262 -0.904
C -3.185 4.879 -0.855
H 2.157 -1.181 1.381
H 4.954 -0.181 3.225
H 5.353 2.219 3.720
H 3.839 3.943 2.787
H 1.986 3.279 1.321
H 1.991 0.316 -0.458
H 1.019 2.590 -0.519
H -1.192 3.314 -1.189
H -4.690 2.170 -2.222
H -5.047 4.176 -3.603
H -5.118 6.635 -3.697
H -3.962 7.975 -1.971
H -2.764 6.848 -0.129
H -2.704 4.395 -0.013
S -0.125 -2.137 -2.036
C 0.302 -3.630 -1.268
N 0.127 -4.753 -1.943
C 0.506 -6.079 -1.443
C 0.499 -6.063 0.076
C 1.322 -4.891 0.580
N 0.832 -3.662 -0.052
H -0.269 -4.665 -2.866
H 1.492 -6.343 -1.831
H -0.213 -6.796 -1.832
H 0.913 -6.995 0.456
H -0.527 -5.981 0.441
H 2.379 -5.023 0.337
H 1.236 -4.772 1.658
H 1.013 -2.770 0.379
C 2.043 -1.365 5.432
C 0.970 -0.289 5.552
C 0.008 -0.619 6.686
C 1.624 1.078 5.740
Sb -0.098 -0.135 3.620
C -1.362 -1.898 3.330
C -2.038 -1.921 1.958
C -0.445 -3.113 3.461
C -2.452 -1.939 4.403
C -1.350 1.664 3.577
C -1.953 1.927 4.956
C -2.463 1.479 2.550
C -0.446 2.824 3.152
H 2.676 -1.309 6.322
H 2.686 -1.224 4.566
H 1.624 -2.369 5.403
H 0.575 -0.576 7.623
H -0.389 -1.631 6.606
H -0.818 0.083 6.778
H 2.267 1.029 6.624
H 0.895 1.869 5.918
H 2.256 1.354 4.893
H -1.316 -1.817 1.133
H -2.798 -1.149 1.834
H -2.523 -2.891 1.822
H 0.389 -3.080 2.754
H -1.023 -4.023 3.273
H -0.024 -3.201 4.461
H -3.110 -1.070 4.361
H -2.039 -2.007 5.409
H -3.074 -2.826 4.246
H -2.537 1.085 5.331
H -2.633 2.781 4.873
H -1.201 2.189 5.699
H -3.213 0.757 2.873
H -2.081 1.181 1.571
H -2.975 2.438 2.420
H 0.398 2.970 3.826
H -1.035 3.746 3.159
H -0.049 2.675 2.145
```

Output
net charge: +2
multiplicity: 5
ΔE to the lowest compared entry with this formula, charge and spin: 0.000 eV

Entry 2:
Computed, not measured: a 2-piece molecular cluster, C7H14NS overall in a non-equilibrium geometry, with ωB97M-V/def2-TZVPD.

```
23
C7H14NS (ωB97M-V/def2-TZVPD)
C 2.063 -1.166 -0.422
C 0.867 -0.406 -0.103
C 2.760 -1.649 0.620
C -2.102 0.491 1.260
C 2.400 -1.408 -1.824
C -4.486 0.927 1.066
C 1.947 1.889 -1.426
N -3.301 0.085 1.166
S 0.492 1.116 -0.639
H 3.534 -2.313 0.333
H 2.523 -1.634 1.665
H -1.261 -0.149 1.152
H -1.790 1.532 1.266
H 2.440 -0.530 -2.426
H 1.693 -2.097 -2.281
H 3.372 -1.903 -1.884
H -5.273 0.588 0.326
H -4.772 1.229 2.110
H -4.097 1.818 0.579
H 1.520 2.592 -2.161
H 2.523 1.090 -2.086
H 2.541 2.339 -0.562
H -3.468 -0.868 1.434
```

Output
net charge: +1
ΔE to the lowest compared entry with this formula, charge and spin: 3.767 eV

Entry 3:
Computed, not measured: an isolated ion of composition CBrFNO2 and charge -1 in a non-equilibrium geometry, with ωB97M-V/def2-TZVPD.

```
6
CBrFNO2 (ωB97M-V/def2-TZVPD)
C 0.707 0.428 0.172
N -0.533 -0.135 -0.660
O 0.544 0.471 1.355
O 1.478 0.858 -0.667
F -0.235 -1.568 -0.717
Br -1.961 -0.053 0.517
```

Output
net charge: -1
SMILES: O=C([O-])N(F)Br
ΔE to the lowest compared entry with this formula, charge and spin: 0.176 eV

Entry 4:
Computed, not measured: an isolated ion of composition C4H6BCl2N2O2 and charge +1 in a non-equilibrium geometry, with ωB97M-V/def2-TZVPD.

```
17
C4H6BCl2N2O2 (ωB97M-V/def2-TZVPD)
B 0.950 -0.102 -0.849
C -0.663 0.473 -1.213
C -0.611 -0.229 1.689
C -1.745 0.144 -0.466
C 1.147 1.011 0.388
N -1.563 -0.483 0.833
N 0.466 0.705 1.545
O 1.867 0.089 -2.026
O 0.918 -1.442 -0.240
Cl -3.379 -0.116 -1.036
Cl 1.749 2.523 0.233
H -0.746 0.839 -2.216
H -0.557 -0.677 2.747
H -2.274 -1.275 1.017
H 0.658 1.256 2.360
H 2.032 -0.789 -2.503
H 1.750 -1.927 -0.263
```

Output
net charge: +1
ΔE to the lowest compared entry with this formula, charge and spin: 1.467 eV

Entry 5:
Computed, not measured: C38H34FN4O4PPdS5 as an isolated structure in a non-equilibrium geometry, with ωB97M-V/def2-TZVPD.

```
88
C38H34FN4O4PPdS5 (ωB97M-V/def2-TZVPD)
Pd 1.513 2.677 -1.667
S -1.589 9.101 -2.611
C -0.902 7.689 -2.330
S -0.277 6.665 -3.633
C 0.322 5.391 -2.665
C 0.188 5.577 -1.197
S 0.789 4.469 -0.170
S -0.618 7.023 -0.726
S 1.012 4.049 -3.322
C 1.562 -0.506 5.943
C 1.996 -1.256 4.694
N 1.502 -0.629 3.458
C 2.312 0.206 2.780
C 1.997 0.898 1.646
C 3.152 1.709 1.087
O 4.166 1.798 1.763
O 2.982 2.250 -0.067
C 0.676 0.780 1.108
O 0.213 1.368 0.106
C -0.205 -0.156 1.846
C -1.498 -0.389 1.371
C -2.334 -1.253 2.019
F -3.556 -1.496 1.495
C -1.956 -1.909 3.192
C -0.680 -1.677 3.675
C 0.212 -0.831 3.001
N -2.821 -2.774 3.907
C -4.263 -2.718 3.712
C -4.926 -3.568 4.806
N -4.001 -3.617 5.990
C -2.760 -4.427 5.672
C -2.372 -4.125 4.221
H 1.950 -1.002 6.834
H 0.474 -0.451 6.026
H 1.946 0.515 5.931
H 1.672 -2.296 4.705
H 3.079 -1.281 4.619
H 3.313 0.335 3.175
H -1.830 0.106 0.470
H -0.397 -2.134 4.613
H -4.597 -3.101 2.744
H -4.591 -1.682 3.789
H -5.072 -4.602 4.501
H -5.881 -3.161 5.124
H -4.473 -3.997 6.808
H -3.710 -2.666 6.214
H -3.004 -5.473 5.839
H -1.998 -4.118 6.382
H -2.825 -4.860 3.544
H -1.298 -4.211 4.102
O 4.730 2.930 -2.037
N 3.789 2.232 -2.722
C 4.040 2.083 -3.955
C 3.182 1.279 -4.834
C 3.748 0.960 -6.073
C 3.125 0.114 -6.969
C 1.902 -0.455 -6.643
C 1.313 -0.137 -5.434
C 1.917 0.742 -4.527
P 0.963 0.993 -3.008
C -0.748 1.319 -3.475
C -1.702 1.268 -2.456
C -3.009 1.651 -2.708
C -3.372 2.098 -3.973
C -2.425 2.166 -4.984
C -1.112 1.785 -4.740
C 1.076 -0.549 -2.096
C 0.102 -1.538 -2.186
C 0.290 -2.743 -1.523
C 1.445 -2.959 -0.784
C 2.419 -1.971 -0.700
C 2.239 -0.762 -1.353
H 4.428 2.820 -1.101
H 4.961 2.488 -4.374
H 4.717 1.378 -6.321
H 3.601 -0.113 -7.914
H 1.409 -1.136 -7.323
H 0.353 -0.577 -5.191
H -1.399 0.959 -1.464
H -3.746 1.608 -1.915
H -4.395 2.396 -4.170
H -2.707 2.514 -5.971
H -0.385 1.844 -5.539
H -0.797 -1.375 -2.771
H -0.462 -3.518 -1.598
H 1.597 -3.908 -0.284
H 3.325 -2.139 -0.130
H 2.991 0.014 -1.277
```

Output
net charge: +2
ΔE to the lowest compared entry with this formula, charge and spin: 0.734 eV

Entry 6:
Computed, not measured: an isolated ion of composition C8H17N2 and charge +1 in a non-equilibrium geometry, with ωB97M-V/def2-TZVPD.

```
27
C8H17N2 (ωB97M-V/def2-TZVPD)
C -0.394 -1.732 -1.470
C -0.740 -0.945 -0.645
C -0.149 -2.724 -2.482
C 0.393 1.453 -1.079
C 0.366 2.113 1.265
C 1.806 0.154 0.566
C -0.843 -0.048 0.436
C 0.440 0.925 0.283
N -2.032 0.642 0.675
N -0.628 -1.040 1.767
H -0.533 -2.466 -3.454
H 0.879 -2.718 -2.589
H -0.666 -3.594 -2.174
H 1.028 0.663 -1.663
H 0.866 2.393 -1.224
H -0.586 1.401 -1.561
H -0.385 1.995 2.058
H 0.257 3.074 0.624
H 1.308 2.440 1.760
H 1.992 0.051 1.662
H 2.592 0.622 -0.007
H 1.820 -0.871 0.208
H -2.846 0.419 0.046
H -2.075 1.647 0.687
H -0.467 -0.598 2.673
H -1.501 -1.537 2.005
H 0.100 -1.717 1.634
```

Output
net charge: +1
SMILES: CC#C[C@@](N)([NH3+])C(C)(C)C
ΔE to the lowest compared entry with this formula, charge and spin: 3.276 eV

net charge of number 2 (C7H14NS)? +1